A structure of composition C19H60O11 at a distorted geometry, computed with ωB97M-V/def2-TZVPD.

For the HOMO-LUMO gap, the calculation gives 6.66 eV. For the energy relative to the best compared isomer or geometry (same formula, charge and spin), the calculation gives 29.206 eV.

ORCA input file:
```
! wB97M-V def2-TZVPD RIJCOSX def2/J DEFGRID3
* xyz 0 1
C 1.35 0.54 2.92
O 0.60 -0.59 2.62
H 1.25 1.25 2.10
H 1.02 1.06 3.81
H 2.41 0.32 3.00
H 0.57 -1.12 3.42
C -3.15 0.15 -1.37
O -2.69 0.57 -0.13
H -2.95 -0.91 -1.55
H -4.24 0.19 -1.32
H -2.74 0.81 -2.14
H -1.75 0.38 -0.10
C -0.31 -1.19 -2.78
O -1.28 -2.12 -3.28
H 0.12 -0.64 -3.62
H -0.73 -0.44 -2.12
H 0.54 -1.72 -2.34
H -1.38 -2.84 -2.65
C -1.56 1.98 1.52
O -1.38 3.27 2.10
H -1.46 1.99 0.44
H -0.90 1.35 2.11
H -2.57 1.64 1.76
H -1.67 3.90 1.44
C -1.77 -1.25 2.71
O -2.52 -2.39 2.38
H -0.88 -1.47 3.30
H -1.41 -0.68 1.85
H -2.49 -0.65 3.27
H -2.57 -3.03 3.09
C -3.16 -2.81 -0.11
O -3.26 -3.89 -0.97
H -3.29 -1.82 -0.54
H -3.94 -3.03 0.62
H -2.20 -2.65 0.39
H -4.15 -3.93 -1.34
C 3.48 1.41 1.41
O 3.87 2.61 0.78
H 3.98 0.57 0.93
H 3.74 1.42 2.46
H 2.42 1.23 1.24
H 4.65 2.92 1.24
C 0.15 4.28 -1.10
C -0.62 2.95 -1.34
C -1.03 2.78 -2.78
O 0.35 1.95 -1.07
H 0.37 4.32 -0.04
H -0.47 5.15 -1.33
H 1.08 4.39 -1.67
H -1.51 2.96 -0.71
H -0.20 2.91 -3.48
H -1.76 3.55 -3.03
H -1.47 1.81 -3.02
H 1.12 2.45 -0.81
C -0.72 -1.30 0.38
C -0.20 0.10 0.19
C 1.30 0.19 -0.16
O -0.92 0.75 -0.87
H -0.43 -1.96 -0.43
H -1.78 -1.40 0.60
H -0.16 -1.72 1.21
H -0.38 0.67 1.10
H 1.91 0.02 0.73
H 1.64 1.19 -0.43
H 1.52 -0.54 -0.93
H -0.46 1.54 -1.15
C 3.83 3.79 -1.60
C 2.71 2.70 -1.64
C 3.23 1.27 -1.88
O 2.01 2.71 -0.39
H 3.28 4.73 -1.54
H 4.43 3.75 -2.51
H 4.42 3.58 -0.71
H 1.90 2.96 -2.32
H 3.69 1.17 -2.87
H 2.39 0.57 -1.81
H 3.87 0.91 -1.07
H 2.61 2.59 0.35
C -1.19 -4.31 0.12
C -0.20 -5.22 0.87
C 0.66 -4.48 1.90
O -0.87 -6.29 1.46
H -1.74 -4.83 -0.67
H -0.64 -3.53 -0.41
H -1.93 -3.76 0.69
H 0.42 -5.60 0.05
H 0.17 -4.26 2.85
H 1.02 -3.56 1.45
H 1.47 -5.18 2.12
H -0.52 -7.12 1.12
*
```

Löwdin population analysis, charges in e, atoms 1 to 8:
1. C -0.14
2. O -0.17
3. H 0.07
4. H 0.12
5. H 0.08
6. H 0.09
7. C -0.13
8. O -0.19

---

A cluster of 10 separate species, C19H61N17O10 in total at a distorted geometry, computed with ωB97M-V/def2-TZVPD.

As for the SMILES: COC[C@H](C)N.COC[C@H](C)N.COC[C@H](C)N.NC(N)=O.NC(N)=O.NC(N)=O.NC(N)=O.NC(N)=O.NC(N)=O.NC(N)=O. For the HOMO-LUMO gap, the calculation gives 9.45 eV. For the energy relative to the best compared isomer or geometry (same formula, charge and spin), the calculation gives 4.979 eV.

ORCA input file:
```
! wB97M-V def2-TZVPD RIJCOSX def2/J DEFGRID3
* xyz 0 1
C 0.90 4.64 1.53
O 1.82 3.89 1.77
N 0.62 5.72 2.18
N 0.16 4.48 0.44
H 0.12 6.45 1.68
H 1.29 6.04 2.86
H 0.12 3.59 -0.03
H -0.67 5.05 0.34
C -3.61 2.15 -0.38
O -2.64 2.87 -0.23
N -3.61 0.94 -0.53
N -4.86 2.57 -0.33
H -2.77 0.40 -0.64
H -4.53 0.53 -0.58
H -5.05 3.55 -0.19
H -5.64 1.93 -0.39
C -0.24 0.60 -1.35
O -1.21 -0.16 -1.35
N -0.21 1.93 -0.96
N 0.87 0.34 -1.89
H -1.12 2.28 -0.71
H 0.57 2.45 -1.34
H 1.24 -0.54 -2.23
H 1.54 1.08 -1.76
C -4.28 -1.83 -2.62
O -4.86 -1.85 -1.57
N -3.15 -1.30 -2.89
N -4.76 -2.31 -3.72
H -2.68 -0.69 -2.24
H -2.87 -1.59 -3.81
H -5.75 -2.51 -3.73
H -4.17 -2.49 -4.53
C 1.19 -4.21 -0.54
O 2.09 -4.92 -0.99
N 1.20 -2.95 -0.65
N 0.13 -4.57 0.06
H 2.05 -2.44 -0.82
H 0.46 -2.39 -0.25
H -0.10 -5.52 0.29
H -0.32 -3.83 0.58
C -0.16 -1.83 -5.34
O -1.35 -1.57 -5.61
N 0.24 -2.23 -4.14
N 0.80 -1.89 -6.20
H 1.21 -2.25 -3.85
H -0.47 -2.36 -3.44
H 0.57 -1.97 -7.18
H 1.76 -1.90 -5.91
C 4.36 -1.93 -1.17
O 3.35 -1.45 -1.63
N 4.44 -3.15 -0.73
N 5.45 -1.30 -0.95
H 3.61 -3.72 -0.79
H 5.33 -3.62 -0.69
H 5.46 -0.30 -1.08
H 6.08 -1.80 -0.33
C -0.03 1.74 4.68
C -0.73 0.81 3.71
C -2.15 1.32 3.34
O -3.04 1.23 4.47
C -4.38 1.35 3.98
N 0.11 0.66 2.51
H -0.71 1.76 5.53
H 0.13 2.75 4.32
H 0.95 1.29 4.88
H -0.85 -0.18 4.14
H -2.39 0.80 2.41
H -2.03 2.36 3.02
H -4.80 0.35 4.07
H -4.56 1.66 2.95
H -4.96 2.07 4.57
H 0.09 1.53 2.00
H 1.07 0.66 2.82
C 3.73 1.59 -3.29
C 3.57 1.88 -1.79
C 4.95 2.44 -1.16
O 5.97 1.44 -1.44
C 7.19 1.88 -0.97
N 2.52 2.84 -1.58
H 2.79 1.23 -3.71
H 4.52 0.88 -3.48
H 4.01 2.54 -3.75
H 3.44 0.94 -1.25
H 4.85 2.71 -0.11
H 5.23 3.33 -1.72
H 7.89 1.06 -1.12
H 7.29 2.03 0.11
H 7.61 2.79 -1.38
H 2.53 3.06 -0.59
H 2.61 3.74 -2.03
C -3.20 -3.20 1.22
C -2.23 -2.32 1.97
C -1.70 -3.00 3.29
O -2.78 -3.27 4.16
C -3.06 -2.16 4.98
N -1.06 -2.08 1.07
H -4.06 -3.47 1.84
H -2.73 -4.17 1.04
H -3.35 -2.63 0.30
H -2.83 -1.47 2.32
H -0.93 -2.37 3.75
H -1.17 -3.93 3.11
H -2.57 -2.29 5.94
H -4.13 -2.08 5.19
H -2.87 -1.17 4.57
H -0.39 -1.42 1.44
H -1.31 -1.57 0.24
*
```

Löwdin population analysis, charges in e, atoms 1 to 8:
1. C -0.79
2. O 0.02
3. N 0.17
4. N 0.18
5. H 0.11
6. H 0.12
7. H 0.05
8. H 0.11

---

A cluster of 12 separate species, C19H62N8O12 in total at a distorted geometry, computed with ωB97M-V/def2-TZVPD.

As for the SMILES: NC(N)=O.NC(N)=O.NC(N)=O.NC(N)=O.CC(C)O.CC(C)O.CC(C)O.CC(C)O.CC(C)O.O.O.O. For the HOMO-LUMO gap, the calculation gives 8.44 eV. For the energy relative to the best compared isomer or geometry (same formula, charge and spin), the calculation gives 0.000 eV.

ORCA input file:
```
! wB97M-V def2-TZVPD RIJCOSX def2/J DEFGRID3
* xyz 0 1
O 8.08 12.59 11.00
H 8.51 13.13 11.67
H 7.90 11.76 11.43
O 11.21 10.51 14.49
H 11.27 10.12 13.62
H 10.40 10.16 14.86
O 12.96 8.99 9.00
H 13.19 8.71 8.11
H 13.68 8.67 9.54
C 11.47 17.40 12.27
O 11.32 18.47 12.89
N 10.94 16.25 12.59
N 12.23 17.36 11.21
H 11.26 15.48 12.01
H 10.24 16.20 13.31
H 12.85 18.14 11.02
H 12.30 16.55 10.62
C 12.66 11.81 17.36
O 12.92 12.07 18.50
N 12.56 10.61 16.80
N 12.47 12.66 16.39
H 12.56 9.77 17.37
H 12.16 10.61 15.87
H 12.51 13.67 16.43
H 12.18 12.25 15.51
C 11.84 7.31 12.09
O 12.72 6.62 11.71
N 11.35 8.38 11.41
N 11.26 7.22 13.28
H 10.42 8.66 11.68
H 11.65 8.68 10.50
H 11.56 6.54 13.97
H 10.47 7.80 13.52
C 13.94 17.24 7.87
O 13.06 17.63 7.14
N 14.91 17.96 8.34
N 14.08 16.01 8.31
H 15.60 17.59 8.98
H 14.98 18.95 8.12
H 15.02 15.69 8.49
H 13.36 15.33 8.13
C 15.49 12.90 8.54
C 16.31 12.64 9.82
C 17.77 12.16 9.46
O 16.45 13.72 10.68
H 15.32 12.00 7.95
H 15.87 13.63 7.83
H 14.52 13.30 8.85
H 15.87 11.84 10.41
H 17.80 11.29 8.80
H 18.23 11.97 10.43
H 18.29 12.98 8.95
H 15.72 13.58 11.28
C 11.14 12.73 7.00
C 10.43 14.13 7.14
C 9.08 13.94 7.85
O 11.23 15.04 7.99
H 11.94 12.76 6.25
H 10.39 11.98 6.78
H 11.62 12.49 7.95
H 10.21 14.57 6.17
H 8.49 13.38 7.14
H 8.53 14.89 7.86
H 9.14 13.45 8.83
H 10.78 15.89 7.99
C 6.77 14.12 14.77
C 8.23 14.36 14.32
C 9.24 13.32 14.87
O 8.30 14.37 12.90
H 6.10 14.75 14.19
H 6.66 14.09 15.85
H 6.48 13.15 14.37
H 8.53 15.31 14.77
H 10.26 13.63 14.63
H 9.02 12.30 14.57
H 9.18 13.31 15.96
H 7.59 14.88 12.51
C 15.39 18.82 11.68
C 16.20 17.45 11.73
C 15.36 16.40 12.40
O 16.61 17.25 10.40
H 15.12 19.07 12.71
H 14.47 18.72 11.12
H 16.03 19.63 11.31
H 17.04 17.50 12.42
H 16.01 15.58 12.71
H 14.53 16.02 11.81
H 14.90 16.69 13.35
H 17.15 16.46 10.48
C 11.77 11.89 10.75
C 11.92 13.21 11.48
C 12.77 13.07 12.79
O 12.44 14.28 10.65
H 11.08 12.01 9.92
H 11.40 11.06 11.35
H 12.70 11.65 10.23
H 10.87 13.30 11.78
H 13.85 13.06 12.67
H 12.46 12.20 13.37
H 12.47 13.94 13.38
H 12.00 14.30 9.80
*
```

Löwdin population analysis, charges in e, atoms 1 to 8:
1. O -0.06
2. H -0.02
3. H 0.03
4. O -0.05
5. H 0.03
6. H 0.07
7. O -0.04
8. H 0.05

---

no.,E_HOMO (eV),lowest unoccupied orbital energy (eV)
1,-6.848,-0.18
2,-9.027,0.42
3,-9.108,-0.67